(1)
Below is a 2-piece molecular cluster, CH4NO2 overall, with properties calculated with the ωB97M-V functional and the def2-TZVPD basis.

**Relative energy (zero: lowest compared OMol25 entry of this formula, charge and spin)**: 37.2 kcal per mole
**Total energy**: -245.626227 hartree
**E_LUMO (alpha / beta)**: 0.452 / -2.467 eV
**HOMO-LUMO gap (alpha / beta)**: 10.8 / 7.9 eV
**<S²>**: 0.755
**F_max**: 8.7 eV/Å
**HOMO energy (alpha / beta)**: -10.352 / -10.356 eV

```
! RIJCOSX wB97M-V def2-TZVPD def2/J DEFGRID3
* xyz 0 2
O -1.37 -0.05 2.11
H -0.66 0.14 1.38
C 0.10 0.67 -1.01
N 0.91 -0.33 -1.64
O 0.26 0.51 0.28
H -1.23 0.73 2.53
H 1.45 -1.00 -1.17
H 0.55 -0.67 -2.48
*
```

***

(2)
Below is a 2-piece molecular cluster, CH4NO2PS overall, with properties calculated with the ωB97M-V functional and the def2-TZVPD basis.

**Relative energy (zero: lowest compared OMol25 entry of this formula, charge and spin)**: 11.6 kcal per mole
**Total energy**: -985.296172 hartree
**E_LUMO**: 0.718 eV
**HOMO-LUMO gap**: 9.3 eV
**F_max**: 2.8 eV/Å
**HOMO energy**: -8.594 eV

```
! RIJCOSX wB97M-V def2-TZVPD def2/J DEFGRID3
* xyz 0 1
C 3.89 0.93 -0.17
N 0.01 -0.29 0.90
O 4.80 1.21 -0.80
O -1.67 -1.64 -0.43
P -0.77 -0.30 -0.57
S -2.25 1.19 -0.14
H -3.11 0.84 -1.29
H 0.47 0.59 1.12
H 0.75 -1.09 0.90
H -2.12 -1.44 0.48
*
```

***

(3)
Below is a 2-piece molecular cluster, CH4NO2S overall, with properties calculated with the ωB97M-V functional and the def2-TZVPD basis.

**Relative energy (zero: lowest compared OMol25 entry of this formula, charge and spin)**: 139.4 kcal per mole
**Total energy**: -643.810746 hartree
**E_LUMO (alpha / beta)**: 3.234 / 3.704 eV
**HOMO-LUMO gap (alpha / beta)**: 6.0 / 8.0 eV
**F_max**: 3.0 eV/Å
**HOMO energy (alpha / beta)**: -2.795 / -4.301 eV

```
! RIJCOSX wB97M-V def2-TZVPD def2/J DEFGRID3
* xyz -1 1
C -0.92 -1.63 -0.11
N 1.83 1.28 -0.03
O -1.70 0.66 0.72
O -1.27 0.32 -1.66
S -0.90 0.01 -0.33
H 0.00 -1.94 -0.54
H -0.78 -1.72 0.98
H 2.08 0.77 0.76
H 1.67 2.25 0.21
*
```